A | ClH2NOS | ωB97M-V/def2-TZVPD

The geometry in XYZ format:
```
6
Properties=species:S:1:pos:R:3
S -0.21 -0.89 0.42
H -0.64 1.30 0.79
H -0.25 -0.26 -2.04
Cl 2.04 -0.93 0.84
N -0.24 0.35 -1.27
O -0.69 0.44 1.27
```

Kohn-Sham gap (spin up / spin down): 6.30 / 8.59 eV
spin multiplicity: 3
E_LUMO (spin up / spin down): -0.051 / -0.067 Eh
expectation value of S²: 2.040

Here are the natural (NBO) charges for atoms 1 to 2, given in e: 0.850, 0.513


B | ClH2NOS | ωB97M-V/def2-TZVPD

The geometry in XYZ format:
```
6
Properties=species:S:1:pos:R:3
N -1.70 0.00 -0.01
H -1.61 0.77 -0.77
S 1.49 -0.53 0.09
O 1.78 -0.71 1.53
Cl 1.80 1.42 -0.38
H -1.77 -0.94 -0.46
```

Kohn-Sham gap (spin up / spin down): 9.31 / 9.26 eV
spin multiplicity: 3
E_LUMO (spin up / spin down): 0.001 / -0.069 Eh
expectation value of S²: 2.008

Here are the natural (NBO) charges for atoms 1 to 2, given in e: -0.606, 0.303


Result of the stability comparison: A is the least stable of them.


A | C4H3N2 | ωB97M-V/def2-TZVPD

The geometry in XYZ format:
```
9
Properties=species:S:1:pos:R:3
H 1.50 1.77 -0.37
H -0.23 -2.08 -0.20
H 2.27 0.13 0.32
N -0.91 1.16 -0.02
C -1.80 0.32 0.10
C 1.39 0.67 0.02
N -1.85 -0.96 0.01
C -0.56 -1.16 0.01
C 0.19 0.14 0.13
```

Kohn-Sham gap: 9.01 eV
E_LUMO: -0.289 Eh
charge: +1

Here are the natural (NBO) charges for atoms 1 to 2, given in e: 0.293, 0.241


B | C4H3N2 | ωB97M-V/def2-TZVPD

The geometry in XYZ format:
```
9
Properties=species:S:1:pos:R:3
H 0.26 -0.29 -2.79
C 0.22 0.23 1.41
C 0.72 0.28 -2.00
N -0.67 -0.42 2.21
H 1.09 0.74 1.78
C -0.34 0.06 0.13
C -1.39 -0.88 1.27
H 1.56 0.97 -2.04
N -1.45 -0.70 0.02
```

Kohn-Sham gap (spin up / spin down): 6.84 / 6.84 eV
E_LUMO (spin up / spin down): -0.298 / -0.298 Eh
charge: +1

Here are the natural (NBO) charges for atoms 1 to 2, given in e: 0.186, -0.104


Result of the stability comparison: B is the least stable of them.


A | C2H2N3O3S2 | ωB97M-V/def2-TZVPD

The geometry in XYZ format:
```
12
Properties=species:S:1:pos:R:3
C 0.33 -0.49 -0.04
H 0.28 0.18 -2.14
O -2.35 0.38 -0.04
H 2.59 -1.34 1.80
N 0.66 -0.86 2.23
O -1.91 1.57 -2.18
O -0.47 1.99 -0.21
S -0.66 -0.57 1.38
C 1.72 -0.91 1.50
N -0.37 -0.22 -1.48
S -1.37 1.07 -0.93
N 1.54 -0.79 0.11
```

Kohn-Sham gap: 9.18 eV
E_LUMO: 0.129 Eh
charge: -1

Here are the natural (NBO) charges for atoms 1 to 2, given in e: 0.186, 0.382


B | C2H2N3O3S2 | ωB97M-V/def2-TZVPD

The geometry in XYZ format:
```
12
Properties=species:S:1:pos:R:3
S -2.96 -1.05 -0.49
H -0.79 -2.15 -0.02
S 1.05 -0.79 0.28
H 1.75 1.39 0.50
N 1.01 0.88 0.10
O 1.87 -0.98 1.40
C -1.47 -0.29 -0.29
C -0.13 1.67 -0.25
O -0.04 2.90 -0.37
O 1.57 -1.36 -0.91
N -0.56 -1.20 0.31
N -1.30 1.00 -0.28
```

SMILES: O=S1(=O)NC(=S)N=C([O-])N1
Kohn-Sham gap: 7.90 eV
E_LUMO: 0.122 Eh
charge: -1

Here are the natural (NBO) charges for atoms 1 to 2, given in e: -0.357, 0.448


Result of the stability comparison: A is the least stable of them.


A | C2H10N2O | ωB97M-V/def2-TZVPD

The geometry in XYZ format:
```
15
Properties=species:S:1:pos:R:3
H -0.16 0.82 -1.04
N 0.93 -0.89 0.83
C -0.42 -0.26 0.82
H -0.33 0.65 1.41
H 1.20 -0.96 1.82
H 0.79 -1.88 0.58
H -2.58 0.57 -1.59
H -1.19 -0.92 1.23
N -2.23 0.49 -0.65
O 2.54 0.83 -0.80
H 3.45 0.69 -0.52
H -2.44 1.33 -0.13
H -0.74 -0.86 -1.18
C -0.83 0.07 -0.62
H 2.02 0.32 -0.14
```

Kohn-Sham gap (spin up / spin down): 2.78 / 9.80 eV
spin multiplicity: 2
E_LUMO (spin up / spin down): 0.150 / 0.148 Eh
expectation value of S²: 0.750
charge: -1

Here are the natural (NBO) charges for atoms 1 to 2, given in e: 0.172, -1.125


B | C2H10N2O | ωB97M-V/def2-TZVPD

The geometry in XYZ format:
```
15
Properties=species:S:1:pos:R:3
H 2.15 0.27 -0.50
H 1.54 1.63 0.51
H 0.04 -3.51 -1.63
H -2.51 1.47 1.44
H -0.08 -0.66 0.37
H 1.76 0.05 1.21
C 1.47 0.56 0.29
N 0.10 0.21 -0.12
H -1.65 0.22 1.78
H -1.67 0.95 -0.69
O 0.90 -3.34 -2.06
N -1.53 1.19 1.46
H 0.99 -2.37 -2.13
H -0.57 2.16 -0.05
C -0.96 1.16 0.12
```

Kohn-Sham gap (spin up / spin down): 3.24 / 9.27 eV
spin multiplicity: 2
E_LUMO (spin up / spin down): 0.163 / 0.156 Eh
expectation value of S²: 0.750
charge: -1

Here are the natural (NBO) charges for atoms 1 to 2, given in e: 0.177, 0.173


Result of the stability comparison: B is the least stable of them.